(1)
{"formula": "C18H35BrO10S", "method": "ωB97M-V/def2-TZVPD", "symbols": ["C", "C", "O", "S", "O", "O", "O", "C", "O", "Br", "H", "H", "H", "H", "H", "C", "C", "O", "C", "H", "H", "H", "H", "H", "H", "C", "C", "O", "C", "H", "H", "H", "H", "H", "H", "C", "C", "O", "C", "H", "H", "H", "H", "H", "H", "C", "C", "O", "C", "H", "H", "H", "H", "H", "H", "C", "C", "O", "C", "H", "H", "H", "H", "H", "H"], "xyz": [[0.03238, 3.96500, -1.61750], [0.47739, 2.78384, -0.82941], [-0.52589, 2.06735, -0.12281], [0.35494, 0.96405, 0.68535], [0.80926, 1.60894, 1.83614], [-0.33892, -0.22013, 0.86033], [1.53138, 0.80686, -0.38200], [1.23334, 1.68759, -1.49837], [0.53991, 0.88687, -2.36224], [2.86282, 2.21104, -2.38565], [0.84089, 4.65583, -1.77669], [-0.43144, 3.71689, -2.56408], [-0.71755, 4.47822, -1.03277], [1.20218, 3.18080, -0.12138], [-0.29210, 1.29491, -2.65387], [1.22918, -3.28038, -5.12830], [1.77640, -2.13970, -4.30549], [2.50429, -1.30242, -4.78813], [1.36532, -2.09667, -2.85740], [1.59742, -3.19632, -6.14698], [1.55306, -4.23476, -4.71162], [0.14014, -3.24781, -5.13914], [1.70000, -3.00474, -2.34991], [0.28145, -2.01282, -2.78167], [1.81970, -1.23753, -2.37769], [-0.31969, -4.01129, -8.60960], [-1.34993, -4.67410, -7.72723], [-1.08881, -5.04726, -6.60887], [-2.73108, -4.85136, -8.31254], [0.62548, -3.94532, -8.08002], [-0.17669, -4.59591, -9.51959], [-0.64773, -3.00610, -8.87850], [-2.68066, -5.46880, -9.21057], [-3.15587, -3.88006, -8.57051], [-3.37350, -5.33748, -7.58300], [-3.72542, -2.80581, -2.48916], [-2.44076, -2.10518, -2.11722], [-1.89104, -1.35496, -2.89200], [-1.88540, -2.38030, -0.74141], [-4.01585, -2.52203, -3.49759], [-3.58521, -3.88685, -2.45019], [-4.51905, -2.52287, -1.79606], [-1.68162, -3.44678, -0.62641], [-2.60971, -2.06911, 0.01272], [-0.96761, -1.82841, -0.59382], [2.67087, 1.47105, 4.22239], [3.03697, 2.05117, 5.56720], [4.18461, 2.09654, 5.94785], [1.90330, 2.57416, 6.41555], [3.57346, 1.13311, 3.71778], [1.99594, 0.62419, 4.34985], [2.18474, 2.22519, 3.61077], [1.19890, 1.77071, 6.63344], [1.38055, 3.37544, 5.89368], [2.29540, 2.96169, 7.34819], [-0.66923, 2.86069, 10.28581], [-0.14551, 4.06028, 9.53280], [0.29740, 3.95904, 8.41438], [-0.20062, 5.39108, 10.24409], [-0.57189, 1.97333, 9.66578], [-0.09880, 2.71732, 11.20461], [-1.72090, 3.00614, 10.53713], [0.38848, 5.35021, 11.16143], [-1.23327, 5.63951, 10.49363], [0.20426, 6.16424, 9.59651]], "e_tot_ev": -120584.8416, "mol_weight_g_mol": 523.4, "gap_ev": 9.33, "charge": 0, "lumo_energy_ev": 0.45, "multiplicity": 1}

=====

(2)
{"formula": "C18H35N2STi", "method": "ωB97M-V/def2-TZVPD", "symbols": ["C", "H", "H", "H", "C", "H", "H", "C", "H", "H", "H", "C", "C", "C", "C", "C", "C", "C", "C", "C", "C", "Ti", "H", "H", "H", "H", "H", "H", "H", "H", "H", "H", "H", "H", "H", "H", "H", "C", "N", "C", "C", "S", "N", "C", "C", "H", "H", "H", "H", "H", "H", "H", "H", "H", "H", "H", "H"], "xyz": [[-2.05388, -0.53609, -0.33638], [-3.08014, -0.06225, -0.48684], [-1.76086, -1.18363, -1.28206], [-1.61544, 0.43311, 0.14309], [-2.16766, -1.51126, 0.88676], [-1.25820, -2.04439, 1.27789], [-2.49551, -0.84228, 1.72196], [-3.27174, -2.58154, 0.66895], [-3.55671, -3.03982, 1.58979], [-4.15639, -2.06983, 0.23747], [-2.94167, -3.34497, -0.03583], [2.51976, -1.47747, 0.28702], [1.83308, -2.62480, 0.86646], [0.99350, -3.20101, -0.17675], [1.10234, -2.36961, -1.33201], [2.07588, -1.34530, -1.07361], [2.51861, -0.32212, -2.08243], [0.31414, -2.54595, -2.60965], [0.11425, -4.38944, -0.05495], [1.90481, -3.07997, 2.28322], [3.50355, -0.61012, 0.98968], [0.52679, -1.14626, 0.22300], [0.24946, -1.59264, -3.16768], [0.79071, -3.28062, -3.25441], [-0.70875, -2.86596, -2.41090], [1.76225, -0.24479, -2.88977], [2.65711, 0.67364, -1.66248], [3.46005, -0.62817, -2.56070], [3.32669, -0.53410, 2.05639], [4.52199, -0.99696, 0.85076], [3.50035, 0.40935, 0.57331], [1.07059, -3.74045, 2.52960], [2.84152, -3.64744, 2.43642], [1.89291, -2.25512, 2.99956], [-0.82947, -4.24379, -0.61511], [0.59478, -5.27744, -0.50786], [-0.15242, -4.63848, 0.96944], [-1.08344, 3.07774, -2.38354], [-0.96059, 3.69760, -1.07122], [-1.37858, 5.09003, -0.98781], [-0.49717, 2.97565, -0.01896], [0.07090, 1.32166, -0.42931], [-0.38137, 3.31981, 1.27512], [-0.55845, 4.64422, 1.86537], [0.04762, 2.29156, 2.25768], [-1.72304, 3.71319, -2.98119], [-1.53957, 2.07900, -2.28462], [-0.10886, 2.95713, -2.88251], [-2.24009, 5.23872, -0.31389], [-0.55650, 5.77803, -0.71524], [-1.71216, 5.41395, -1.99698], [-1.21089, 4.55199, 2.74861], [0.40507, 5.07455, 2.19309], [-1.02905, 5.36150, 1.17533], [-0.41987, 1.33831, 2.01787], [1.13043, 2.19688, 2.22735], [-0.28065, 2.63648, 3.25349]], "e_tot_ev": -56147.0508, "relative_energy_ev": 1.1607, "mol_weight_g_mol": 359.4, "gap_ev": [7.17, 7.39], "charge": 2, "lumo_energy_ev": [-7.31, -7.13], "multiplicity": 2}

=====

(3)
{"formula": "C18H36AlClF5N2O7P", "method": "ωB97M-V/def2-TZVPD", "symbols": ["O", "C", "C", "N", "C", "C", "O", "C", "C", "F", "F", "C", "F", "F", "C", "P", "O", "O", "H", "H", "H", "H", "H", "H", "H", "H", "H", "H", "H", "H", "H", "H", "H", "F", "C", "C", "N", "C", "C", "C", "C", "H", "H", "H", "H", "H", "H", "H", "H", "H", "H", "H", "H", "H", "H", "H", "Cl", "Al", "C", "C", "C", "O", "C", "O", "O", "H", "H", "H", "H", "H", "H"], "xyz": [[-0.52214, -3.71606, 1.01637], [-1.23360, -2.51911, 0.80699], [-0.74723, -1.87561, -0.47180], [-1.55102, -0.71412, -0.91519], [-3.02525, -0.91986, -1.22352], [-3.66546, 0.28980, -1.93588], [-2.79000, 0.95288, -2.86071], [-1.61867, 1.28704, -2.17398], [-0.82815, 2.42507, -2.80938], [-1.52778, 3.55334, -2.56867], [0.40740, 2.56766, -2.11202], [-0.52020, 2.39746, -4.32229], [-1.69346, 2.43133, -4.96265], [0.16231, 3.52894, -4.56921], [-0.83211, 0.00657, -1.97639], [-0.74020, -0.89097, -3.61974], [0.81778, -0.90104, -3.87820], [-1.40029, -2.31236, -3.48371], [0.41805, -3.58175, 0.85065], [-2.27992, -2.81683, 0.71494], [-1.08400, -1.84277, 1.64999], [-0.61538, -2.66753, -1.20610], [0.22085, -1.31414, -0.35076], [-1.52869, -0.08666, -0.10239], [-3.17830, -1.87159, -1.71850], [-3.51350, -1.00878, -0.25476], [-4.51078, -0.06621, -2.51863], [-4.06406, 1.00687, -1.21755], [-1.91330, 1.63522, -1.17177], [0.10936, 1.55905, -4.63027], [0.20133, 0.21162, -1.67127], [1.23974, -1.64325, -3.29996], [-1.93087, -2.52813, -4.27038], [2.22704, 0.05409, -2.94744], [-1.05032, 3.11988, 2.40272], [-1.91629, 2.09294, 3.12594], [-1.16553, 1.27064, 4.03694], [-1.90886, 0.12014, 4.52107], [-3.14421, 0.37882, 5.39218], [-0.37155, 1.98278, 5.02943], [-1.10789, 2.94340, 5.97317], [-0.19373, 2.62574, 1.89595], [-1.65551, 3.64288, 1.65036], [-0.64292, 3.88082, 3.06751], [-2.37135, 1.42708, 2.37726], [-2.75135, 2.62757, 3.60397], [-1.21658, -0.52924, 5.05841], [-2.22114, -0.45594, 3.64450], [-2.87431, 0.68511, 6.39969], [-3.71987, -0.54223, 5.48083], [-3.80336, 1.13664, 4.96667], [0.40417, 2.54488, 4.50283], [0.17706, 1.24278, 5.61122], [-1.82963, 3.57395, 5.45102], [-0.38354, 3.60476, 6.44703], [-1.62843, 2.41862, 6.77004], [1.09226, -0.06966, 0.93703], [0.39831, 3.31879, -0.11706], [7.21503, -2.79049, -3.53191], [6.03646, -2.18142, -2.82497], [5.73744, -2.73123, -1.44636], [4.31323, -2.48616, -1.34183], [3.82465, -2.49958, -2.57989], [2.64697, -2.52409, -2.83403], [4.78104, -2.48978, -3.49933], [7.14371, -3.87821, -3.54157], [7.25521, -2.45570, -4.56674], [8.13950, -2.50103, -3.03478], [6.12879, -1.09363, -2.79704], [6.27201, -2.23255, -0.64479], [5.90104, -3.80744, -1.38127]], "e_tot_ev": -78535.3536, "mol_weight_g_mol": 580.9, "gap_ev": 2.08, "charge": 2, "lumo_energy_ev": -11.11, "multiplicity": 1}

=====

(4)
{"formula": "C18H36BN7O14", "method": "ωB97M-V/def2-TZVPD", "symbols": ["C", "C", "O", "C", "C", "C", "N", "C", "C", "N", "C", "C", "C", "C", "O", "C", "O", "B", "C", "O", "H", "H", "H", "H", "H", "H", "H", "H", "H", "H", "H", "H", "H", "H", "H", "H", "H", "H", "H", "H", "H", "C", "N", "O", "O", "H", "H", "H", "C", "N", "O", "O", "H", "H", "H", "C", "N", "O", "O", "H", "H", "H", "C", "N", "O", "O", "H", "H", "H", "C", "N", "O", "O", "H", "H", "H"], "xyz": [[-1.65102, 1.94400, 2.14855], [-1.25118, 3.22036, 1.43939], [-0.46125, 2.95290, 0.28431], [0.91553, 3.04413, 0.48974], [1.59743, 2.40015, -0.71946], [3.04485, 2.55688, -0.53227], [4.17419, 2.69086, -0.37338], [1.30365, 0.87199, -0.92645], [-0.08541, 0.71244, -1.36089], [-1.16999, 0.64398, -1.73417], [1.56580, 0.06465, 0.35687], [1.08124, -1.39404, 0.32842], [2.11625, -2.33148, 0.94679], [1.75876, -3.81493, 0.86052], [1.51172, -4.39911, 2.15965], [0.34661, -3.96158, 2.71917], [-0.73297, -4.31062, 2.35192], [2.16415, 0.39365, -2.22536], [2.77634, -1.03279, -2.42017], [2.31038, 1.32406, -3.23595], [-2.20249, 2.21934, 3.04057], [-2.32193, 1.37780, 1.50569], [-0.77587, 1.35391, 2.40910], [-2.12025, 3.80481, 1.14621], [-0.69016, 3.83529, 2.15198], [1.24165, 4.09026, 0.55382], [1.23187, 2.56827, 1.42123], [1.29257, 2.94331, -1.61121], [2.63985, 0.09050, 0.55028], [1.08721, 0.54608, 1.20576], [0.83692, -1.72213, -0.67984], [0.16685, -1.48779, 0.91595], [2.25777, -2.08246, 1.99470], [3.08404, -2.16165, 0.47217], [0.89729, -3.99135, 0.21490], [2.58106, -4.39677, 0.45303], [0.47787, -3.25082, 3.54362], [3.40824, -1.37712, -1.60449], [1.95215, -1.73552, -2.56808], [3.36736, -1.05122, -3.33422], [1.48896, 1.34510, -3.75551], [-4.42398, 1.27288, -1.17538], [-4.98219, 2.46018, -0.46815], [-5.79956, 3.14229, -1.04762], [-4.56326, 2.66400, 0.65189], [-4.88062, 1.21609, -2.15596], [-3.34667, 1.40738, -1.24078], [-4.65977, 0.40044, -0.57380], [-2.76152, -1.50859, -3.97033], [-3.13758, -2.94379, -4.09279], [-4.28310, -3.25429, -3.84138], [-2.26413, -3.70969, -4.44043], [-3.63517, -0.95103, -3.65723], [-1.96629, -1.43355, -3.23549], [-2.41049, -1.18351, -4.94464], [1.08349, -0.27512, -7.46562], [0.74610, -0.65494, -6.06658], [0.61035, 0.23968, -5.25118], [0.63094, -1.83167, -5.82466], [1.15326, 0.80414, -7.51981], [2.02962, -0.74924, -7.70634], [0.29219, -0.65836, -8.10219], [4.63591, -1.44046, 4.01661], [3.58920, -0.40448, 4.24171], [2.43482, -0.70353, 4.00396], [3.96181, 0.67226, 4.64639], [4.15472, -2.34302, 3.65820], [5.33161, -1.03997, 3.28552], [5.13502, -1.60537, 4.96616], [-3.73173, 1.50546, 6.95666], [-3.00145, 1.31365, 5.67327], [-2.06731, 2.05119, 5.43579], [-3.39481, 0.42557, 4.94886], [-3.27063, 2.32623, 7.49186], [-4.76652, 1.72051, 6.70957], [-3.65828, 0.57529, 7.51102]], "e_tot_ev": -59007.7455, "mol_weight_g_mol": 585.3, "gap_ev": 9.56, "smiles": "CCOC[C@@H](C#N)[C@](C#N)(CCCCOC=O)B(C)O.C[N+](=O)[O-].C[N+](=O)[O-].C[N+](=O)[O-].C[N+](=O)[O-].C[N+](=O)[O-]", "charge": 0, "lumo_energy_ev": -0.34, "multiplicity": 1}

=====

What is the formula in the third record? C18H36AlClF5N2O7P